No. 1
84
Properties=species:S:1:pos:R:3:forces:R:3:mulliken_spin:R:1 method="wB97M-V/def2-TZVPD" total_charge=+1 spin_multiplicity=4 largest_force_ev_per_a=3.184 homo_energy_ev="-10.4 / -10.4" lumo_energy_ev="-2.879 / -2.735" total_energy_ev=-70870.893
Nd -0.126767 -0.338388 1.360757 0.35 -0.71 3.08 3.028
C -0.562894 -2.703747 2.581399 0.82 0.67 0.19 -0.016
C 0.786117 -2.770426 2.106589 -0.35 0.56 0.72 -0.010
C 0.722718 -1.285668 3.887647 -0.34 -0.62 -0.79 -0.002
C -0.601495 -1.776604 3.679128 0.93 -0.03 -0.77 -0.012
C 1.582955 -1.888471 2.914307 -1.14 0.10 -0.15 0.012
C -1.738222 -3.450633 2.044956 -0.29 -0.21 -0.09 -0.003
H -1.509459 -3.897913 1.069161 -0.13 0.03 0.21 -0.001
H -2.614692 -2.792194 1.923646 0.12 -0.27 0.03 0.001
H -2.031624 -4.264572 2.728497 0.00 0.23 -0.28 0.000
C -1.789091 -1.406554 4.498605 -0.29 0.13 0.19 0.005
H -2.711304 -1.782658 4.042749 0.09 0.08 0.17 0.000
H -1.877003 -0.314571 4.599830 -0.05 -0.22 0.08 -0.001
H -1.715585 -1.824933 5.514163 -0.07 0.11 -0.25 0.000
C 1.132978 -0.382320 4.999152 0.04 0.35 0.23 0.002
H 1.146468 -0.911837 5.968193 0.01 0.16 -0.35 0.000
H 0.435176 0.461657 5.094866 0.18 -0.13 0.08 -0.001
H 2.136649 0.025812 4.824439 -0.21 -0.05 0.13 0.000
C 3.057730 -1.686930 2.819956 0.34 0.01 0.06 -0.004
H 3.592397 -2.268862 3.586986 -0.09 0.16 -0.23 0.000
H 3.317570 -0.630933 2.965893 0.09 -0.19 0.01 -0.002
H 3.435423 -1.996923 1.840136 0.04 0.03 0.15 0.001
C 1.296580 -3.624730 0.995121 0.16 -0.22 -0.19 0.009
H 1.725778 -4.565692 1.375463 -0.11 0.24 -0.18 -0.001
H 2.085323 -3.108299 0.430751 -0.10 -0.18 0.03 -0.001
H 0.493396 -3.881473 0.294974 0.19 -0.05 0.05 -0.001
C -1.809434 0.384853 -5.234669 -0.39 -0.80 -0.73 0.000
C -1.746542 -0.949553 -5.380228 -0.61 0.75 -0.84 0.000
C -0.860630 -1.706154 -6.336606 0.24 -0.27 0.03 0.000
C 0.493662 -1.045081 -6.668424 -0.09 -0.40 -0.25 0.000
C 1.231246 -0.514030 -5.458591 0.26 1.10 -0.31 0.000
C 1.182941 0.748861 -4.982173 0.47 -1.05 -1.37 0.000
C 0.270467 1.840699 -5.455254 -0.19 0.38 0.02 0.000
C -1.069162 1.389373 -6.075264 0.20 0.58 -0.07 0.000
H -1.383253 -1.916929 -7.288941 0.00 0.12 0.43 0.000
H 0.359483 -0.293829 -7.464549 0.24 -0.26 0.55 0.000
H -0.660306 -2.698106 -5.897211 -0.07 0.24 -0.09 0.000
H -0.909362 1.059710 -7.114457 -0.23 0.00 0.58 0.000
H -2.582924 0.818144 -4.604651 0.07 -0.20 0.19 0.000
H -2.521274 -1.570484 -4.929520 0.18 0.20 0.25 0.000
H -1.703784 2.289809 -6.150093 0.22 -0.32 -0.01 0.000
H 0.045729 2.481213 -4.586245 0.07 -0.06 -0.20 0.000
H 1.972580 1.074168 -4.314192 -0.09 -0.14 0.36 0.000
H 0.781941 2.500195 -6.180940 -0.03 -0.25 0.31 0.000
H 1.124461 -1.835063 -7.116802 -0.21 0.38 0.15 0.000
H 1.969456 -1.209550 -5.068716 0.04 0.17 0.22 0.000
P -0.899242 -0.594642 -1.247657 -0.20 0.71 -0.13 0.000
P 2.086762 0.831524 -0.096734 -0.74 0.23 -0.03 0.003
C 0.017838 0.732095 -2.147931 -0.10 -0.29 -0.30 -0.007
C 0.991999 1.646367 -1.379892 0.29 -0.06 0.32 0.000
H -0.760943 1.345864 -2.627704 0.40 -0.15 -0.06 0.000
H 0.550706 0.190174 -2.945531 -0.24 0.28 0.28 0.002
H 1.696589 2.110662 -2.086802 -0.37 0.11 0.03 0.000
H 0.441727 2.452299 -0.865177 0.23 -0.24 -0.11 0.000
C 2.752692 2.250825 0.823965 0.19 0.11 -0.07 -0.001
H 3.425363 1.875064 1.605004 -0.08 0.14 -0.18 0.001
H 1.943436 2.815034 1.306025 0.15 -0.18 -0.17 0.000
H 3.307301 2.903484 0.140922 -0.03 0.03 0.22 0.000
C 3.484893 0.157739 -1.012580 0.24 -0.14 -0.14 -0.001
H 3.893129 0.917802 -1.689716 0.03 -0.21 0.09 0.000
H 3.167490 -0.724711 -1.583599 0.14 0.23 0.09 0.000
H 4.252647 -0.149151 -0.289100 -0.14 0.04 -0.26 0.000
C -2.570842 0.144669 -1.017586 0.06 -0.34 -0.16 0.002
H -3.226754 -0.610170 -0.562147 0.03 0.22 -0.16 0.001
H -2.941731 0.405989 -2.015134 -0.19 0.07 0.25 0.000
H -2.563060 1.032649 -0.364763 0.08 -0.18 -0.20 -0.001
C -1.087178 -1.986277 -2.342726 -0.04 -0.31 -0.50 -0.001
H -0.142065 -2.539952 -2.393277 -0.22 0.06 0.01 0.000
H -1.351827 -1.619361 -3.335043 0.04 -0.26 0.14 0.000
H -1.877359 -2.639591 -1.954691 0.19 0.06 -0.08 0.000
O -2.887077 2.558029 1.923402 1.92 -0.68 0.75 -0.001
C -1.820255 2.356929 2.519818 -1.52 0.73 -0.78 -0.001
O -0.833629 1.593895 2.060486 -0.46 0.17 -0.46 0.000
C -1.534430 2.899658 3.878468 0.05 0.00 0.51 0.000
C -0.234681 3.276541 4.239489 -0.15 -0.23 0.26 0.000
C 0.089495 3.444346 5.583773 -0.23 0.08 0.05 0.000
C -0.892648 3.256502 6.568193 -0.07 0.00 -0.21 0.000
C -2.218581 2.998367 6.195296 0.22 0.11 -0.07 0.000
C -2.545828 2.848157 4.844857 0.25 0.02 0.03 0.000
H 0.512549 3.429204 3.461652 -0.08 -0.21 0.22 0.000
H 1.110523 3.708528 5.865684 -0.33 -0.06 -0.04 0.000
H -0.622084 3.325050 7.625578 -0.13 0.04 -0.39 0.000
H -2.996958 2.902007 6.955593 0.28 0.06 -0.24 0.000
H -3.572353 2.674017 4.519717 0.30 -0.13 0.14 0.000



No. 2
18
Properties=species:S:1:pos:R:3:forces:R:3:mulliken_spin:R:1 method="wB97M-V/def2-TZVPD" total_charge=+1 spin_multiplicity=2 largest_force_ev_per_a=4.726 homo_energy_ev="-15.1 / -15.1" lumo_energy_ev="-5.188 / -10.159" de_lowest_kcal_mol=31.07 total_energy_ev=-12932.875
C 1.200458 -1.241321 -0.686210 -4.70 -0.21 0.44 -0.024
N -0.112448 -1.168204 -0.322581 3.77 -0.56 -0.95 0.069
O 2.074119 -0.376745 -0.796623 0.26 0.70 -0.04 0.819
H 1.455368 -2.206258 -1.134257 0.60 -0.51 0.23 0.091
H -0.542818 -2.060108 -0.148422 -0.49 -0.31 -0.36 -0.002
H -0.650941 -0.339348 -0.084609 0.30 0.54 0.50 0.009
H -3.934531 -0.875167 0.072259 -1.09 0.52 -0.67 0.000
H -2.819302 -0.888224 1.017353 0.42 0.51 0.90 0.000
O -3.277218 -1.455262 0.414701 0.85 -0.90 -0.17 0.001
H 0.144127 0.947031 1.765247 -1.73 -0.42 -0.21 -0.001
H -0.659060 -0.160059 2.431429 -0.49 0.59 -0.52 -0.001
O -0.782294 0.511567 1.720072 2.26 -0.05 0.79 0.021
H 0.812692 0.842139 -2.927463 -0.89 2.01 0.31 -0.001
H 0.231181 2.272359 -2.289092 0.65 -0.29 0.19 0.000
O 0.155689 1.595028 -2.964460 0.29 -1.70 -0.50 0.006
H 2.445099 0.951850 0.861428 -0.67 0.27 1.63 0.000
H 2.256062 2.246063 1.430632 0.80 4.17 -0.22 -0.001
O 2.003815 1.404658 1.640597 -0.14 -4.36 -1.36 0.015



No. 3
9
Properties=species:S:1:pos:R:3:forces:R:3:lowdin_charge:R:1 method="wB97M-V/def2-TZVPD" total_charge=0 largest_force_ev_per_a=3.706 homo_energy_ev=-11.4 lumo_energy_ev=0.687 smiles=Cc1nnno1 de_lowest_kcal_mol=64.45 total_energy_ev=-8637.700
C 1.326598 0.009099 -0.068437 0.79 1.05 3.46 0.000
C -0.206194 0.134378 0.062808 -0.41 0.33 0.20 -0.377
H 1.853025 0.690877 -0.750020 -0.80 0.11 0.29 0.079
H 1.929582 0.067924 1.013046 -1.96 0.29 -2.60 0.150
H 1.591820 -0.972646 -0.341904 -0.15 -1.28 -0.64 0.042
N -1.033972 1.171599 0.100264 0.70 -1.74 -1.20 0.088
N -2.287269 0.572843 -0.065861 -0.08 0.93 1.00 -0.033
N -2.278997 -0.659809 -0.022935 1.45 0.51 -0.16 0.060
O -0.894594 -1.014262 0.073039 0.47 -0.21 -0.35 -0.009



No. 4
17
Properties=species:S:1:pos:R:3:forces:R:3:lowdin_charge:R:1 method="wB97M-V/def2-TZVPD" total_charge=0 largest_force_ev_per_a=0.715 homo_energy_ev=-9.1 lumo_energy_ev=1.166 smiles="C=CCC1=C[C@H]1C" de_lowest_kcal_mol=69.66 total_energy_ev=-7418.014
C -0.070444 -1.011047 2.083752 -0.06 0.01 0.02 -0.086
C -0.757829 0.053230 1.244785 0.62 0.18 0.07 -0.307
C 1.979146 1.029152 -1.455416 -0.22 0.00 -0.14 0.003
C 0.653088 1.016059 -1.541920 0.14 -0.01 0.18 -0.189
C -0.196239 -0.232070 -1.480393 -0.11 -0.01 0.11 -0.152
C -0.993192 -0.188433 -0.219539 -0.04 0.08 0.13 -0.185
C -2.042289 -0.195587 0.541946 -0.33 -0.19 -0.60 0.037
H 0.986905 -0.765477 2.266137 -0.30 -0.03 -0.04 0.069
H -0.577493 -1.111385 3.050764 0.19 -0.11 -0.05 0.066
H -0.108725 -1.978347 1.560496 -0.03 0.20 0.22 0.077
H -0.537921 1.086087 1.543478 0.00 -0.21 0.09 0.115
H 2.536918 1.961885 -1.482386 -0.08 -0.17 0.06 0.053
H 2.546942 0.102465 -1.373021 -0.09 0.18 -0.05 0.060
H 0.092165 1.952538 -1.563943 0.18 -0.13 -0.15 0.107
H 0.452427 -1.122697 -1.457584 -0.17 0.24 -0.04 0.120
H -0.848344 -0.302397 -2.362223 0.11 -0.03 0.21 0.115
H -3.115115 -0.293975 0.645068 0.22 -0.01 -0.03 0.096



No. 5
15
Properties=species:S:1:pos:R:3:forces:R:3:lowdin_charge:R:1 method="wB97M-V/def2-TZVPD" total_charge=0 largest_force_ev_per_a=4.374 homo_energy_ev="-9.0 / -7.9" lumo_energy_ev="0.210 / -0.875" de_lowest_kcal_mol=87.79 total_energy_ev=-87874.659
C -0.225670 -0.097204 -1.348112 -1.59 1.50 -0.90 -0.321
C 0.022436 -1.145199 -0.641894 1.53 -1.26 0.11 -0.545
C 0.053946 0.223917 -2.822555 -1.03 -0.21 1.32 -0.080
C -0.711742 0.223684 2.421004 -1.41 0.62 4.09 -0.232
C 0.611492 0.102697 1.997175 2.59 -0.91 -1.45 -0.643
Cl 1.447165 1.540550 1.502614 -0.18 -0.50 0.11 0.599
Br 1.148475 -2.543978 -1.178837 -0.13 -0.25 0.32 0.663
H -0.831000 0.571917 -0.745077 -0.05 0.70 -0.27 0.083
H -0.786696 0.466000 -3.476970 -0.28 0.19 0.64 0.081
H 0.771588 0.994391 -2.875523 0.78 1.14 -0.07 0.060
H 0.483684 -0.620864 -3.249020 0.93 -1.60 -0.79 0.017
H -1.216096 -0.695384 2.741238 0.51 0.00 -0.08 0.092
H -1.392972 0.746014 1.848564 -1.18 1.22 -1.72 0.039
H -0.599092 0.902065 3.365923 -0.66 -0.96 -0.91 0.119
H 1.224480 -0.668605 2.461467 0.17 0.32 -0.41 0.069



No. 6
53
Properties=species:S:1:pos:R:3:forces:R:3:lowdin_charge:R:1 method="wB97M-V/def2-TZVPD" total_charge=+1 largest_force_ev_per_a=3.451 homo_energy_ev=-12.6 lumo_energy_ev=-2.760 de_lowest_kcal_mol=85.06 total_energy_ev=-43635.171
O 0.145560 -0.694477 -0.015341 0.85 -0.68 0.27 0.060
C -1.041843 -0.745896 -0.082790 -1.85 2.81 0.78 -0.235
C -1.789659 0.566201 -0.494840 -0.67 0.67 1.06 -0.206
C -3.178523 0.472517 -1.199901 1.55 -1.15 1.11 -0.225
C -3.797351 1.817739 -1.520638 -0.03 -0.49 1.03 -0.542
S -3.056068 2.545468 -2.984303 -0.15 1.38 -0.34 0.775
N -0.731381 1.379176 -1.218524 -0.95 0.41 1.04 0.164
H -1.777050 -1.387948 0.392842 0.46 -1.17 0.16 0.118
H -2.080344 1.074005 0.493555 1.22 -0.44 -1.07 0.189
H -2.856936 -0.034389 -2.089795 -0.95 -0.61 -0.90 0.088
H -3.860522 -0.194064 -0.561354 1.07 0.93 -0.95 0.157
H -3.554653 2.591883 -0.772182 0.21 -0.34 -0.05 0.080
H -4.868730 1.688653 -1.344388 -0.18 0.42 -1.26 0.091
H -3.040706 1.647186 -3.969796 -0.47 -0.61 0.23 -0.131
H 0.071114 1.497521 -0.583781 0.17 -0.57 -0.38 0.131
H -0.988497 2.340246 -1.437199 -0.69 0.12 0.35 0.050
H -0.455626 1.019689 -2.125467 0.32 -0.64 0.22 0.141
H 3.531779 0.034428 -0.738998 -0.67 0.57 0.03 0.007
H 4.918048 0.065171 -1.159039 0.37 0.70 -0.28 0.066
O 4.168173 0.675161 -1.082776 0.52 -0.92 0.19 -0.060
H 1.550266 2.448740 -3.258278 -0.57 0.59 -0.03 0.077
H 2.290170 1.812193 -2.203268 -0.63 0.29 0.93 0.058
O 1.453488 2.331163 -2.301170 1.48 -0.81 -1.13 -0.045
H 3.267014 2.207297 0.120014 -0.11 -0.11 -0.23 0.013
H 3.000463 2.144503 1.575456 -0.57 -0.19 -0.13 0.056
O 2.539306 2.027181 0.727876 0.45 0.41 0.33 -0.066
H 0.225961 3.710012 -1.290845 0.42 0.92 -0.20 0.003
H -0.686822 4.844220 -0.594135 0.34 -0.08 -0.46 0.066
O -0.220221 4.007721 -0.492515 -0.50 -0.51 0.56 -0.043
H 3.898398 -0.781733 1.293829 0.09 0.09 0.37 0.033
H 2.589095 -1.237766 0.714563 -0.53 -0.26 0.29 -0.005
O 2.981894 -0.940320 1.544383 0.36 -0.03 -0.33 -0.050
H 0.226154 -2.431305 2.870602 0.52 0.01 -0.40 0.003
H 1.410820 -3.487099 3.014493 -0.02 0.55 -0.44 0.033
O 0.606903 -3.135353 3.400632 -0.59 -0.43 1.03 -0.054
H 3.316725 -1.243332 -2.865004 -0.15 0.38 -1.03 0.052
H 2.075424 -0.332980 -3.472576 0.71 -0.34 -0.76 0.034
O 2.476824 -0.796519 -2.743785 -0.82 -0.28 1.57 -0.043
H 0.072186 -0.978462 4.488566 -0.70 -0.08 0.01 0.053
H 1.003915 -0.149796 3.816235 -0.09 0.56 -0.56 0.062
O 0.037589 -0.204573 3.902246 1.50 -1.18 0.40 -0.065
H 1.438280 -4.189217 0.613320 0.15 0.29 -0.04 0.068
H 0.335647 -3.143316 0.653096 1.11 0.05 0.08 0.031
O 1.322578 -3.225577 0.592367 -1.33 -0.58 -0.34 -0.071
H -2.807737 -4.005223 1.411100 -0.11 0.66 -0.59 0.053
H -1.736418 -4.257434 2.308235 0.83 0.62 0.21 0.054
O -1.965648 -3.584399 1.644740 -0.54 -1.19 0.34 -0.062
H -1.653106 0.758015 4.712927 0.75 -0.04 -0.21 0.009
H -1.025116 1.800709 3.687850 0.34 -0.62 0.42 0.013
O -1.806355 1.518423 4.160787 -1.75 1.27 -0.23 -0.077
H -1.248592 -2.902595 -2.355453 0.58 -0.41 0.01 0.075
H 0.089905 -2.594590 -1.478634 0.00 -0.35 -0.40 0.047
O -0.815776 -2.346832 -1.702932 -0.72 0.40 -0.28 -0.031